2 unconnected molecules or ions with the total composition C3H6N2O in a non-equilibrium geometry. Source: OMol25; level of theory: the ωB97M-V functional and the def2-TZVPD basis.

## Properties
**Kohn-Sham gap**: 8.62 eV
**Molecular weight**: 86.09 g mol⁻¹
**E_tot**: -302.53190 Ha
**Total charge**: 0
**Relative energy (zero: lowest compared OMol25 entry of this formula, charge and spin)**: 423.2 kJ/mol
**LUMO**: -0.9 eV
**Spin multiplicity**: 1

CARTESIAN COORDINATES (ANGSTROEM)
N -0.24305 0.67220 1.56613
C 0.92755 0.47662 0.73990
C -0.29631 -1.17174 -1.31596
O -1.40865 -0.98357 -0.64321
C -0.05480 0.00537 -2.14588
N 0.28585 0.83979 -2.87777
H -0.35800 -0.08290 2.23299
H -1.08753 0.73282 1.00656
H 1.03561 1.31873 0.04919
H 1.82386 0.42255 1.36261
H 0.92899 -0.45306 0.12766
H -1.55352 -1.77681 -0.10224